C33H77N11O11 | ωB97M-V/def2-TZVPD

Each line ends with the Mulliken charge.
Positions of all 132 atoms, in Å:
C -20.42408 -21.94843 9.67199  -0.32
O -19.51546 -22.70832 9.40157  -0.31
N -20.54540 -20.64024 9.35075  0.37
C -21.74627 -19.89125 9.62591  -1.00
C -19.43470 -19.92627 8.75764  -0.54
H -21.35047 -22.28567 10.16868  0.21
H -22.53740 -20.40109 10.17359  0.32
H -22.15879 -19.55286 8.67248  0.35
H -21.57143 -18.99066 10.22200  0.34
H -18.59924 -20.60914 8.60926  -0.27
H -19.58208 -19.46195 7.78148  0.38
H -19.04486 -19.16347 9.43610  0.35
C -14.99602 -26.49479 7.32423  0.25
O -15.38686 -25.34672 7.35215  -0.53
N -14.63347 -27.12563 6.16762  0.20
C -14.47047 -28.55093 6.02189  -1.12
C -14.58709 -26.41773 4.91897  -0.92
H -14.89506 -27.17238 8.18610  0.15
H -14.69893 -29.11872 6.93282  0.30
H -13.41342 -28.80897 5.90576  0.37
H -15.09629 -29.02856 5.26934  0.35
H -14.63997 -25.34748 5.11128  0.18
H -13.65090 -26.58090 4.37399  0.38
H -15.36065 -26.68606 4.19203  0.26
C -23.63694 -29.36753 8.35914  0.02
O -22.82492 -28.91038 7.56909  -0.50
N -23.37853 -29.56582 9.67495  0.27
C -24.33258 -30.11838 10.57478  -0.87
C -22.06055 -29.26493 10.17946  -0.40
H -24.65803 -29.60349 8.02608  0.31
H -24.07141 -31.10418 10.98828  0.34
H -25.33073 -30.25948 10.16511  0.27
H -24.39626 -29.53035 11.49789  0.31
H -21.45414 -30.16376 10.33711  0.28
H -21.49401 -28.59607 9.54528  -0.18
H -22.11158 -28.78391 11.16009  0.28
C -23.33076 -23.36901 6.65500  0.06
O -24.52866 -23.44177 6.82600  -0.63
N -22.41204 -23.97003 7.45155  0.32
C -21.00186 -23.98198 7.09452  -0.82
C -22.78946 -24.78393 8.58493  -0.32
H -22.81418 -22.83317 5.84003  0.36
H -20.67218 -22.99077 6.78245  0.46
H -20.83199 -24.66958 6.25878  0.59
H -20.36521 -24.32869 7.89900  -0.34
H -22.19621 -25.70693 8.50272  -0.22
H -22.42075 -24.44257 9.55886  0.13
H -23.79875 -25.15920 8.71613  0.43
C -15.96824 -19.92958 6.78218  0.01
O -15.09175 -19.80285 7.61280  -0.56
N -16.59787 -21.07950 6.46815  0.35
C -17.51926 -21.15184 5.32333  -0.84
C -16.32443 -22.33956 7.13338  -0.50
H -16.32644 -19.11107 6.13397  0.33
H -18.13028 -22.02009 5.56415  0.12
H -16.92095 -21.36766 4.43288  0.34
H -18.09737 -20.24083 5.19136  0.40
H -15.75668 -23.07420 6.56594  0.52
H -15.79862 -22.01995 8.03819  0.05
H -17.21609 -22.80316 7.56455  -0.23
C -19.22768 -25.13864 10.82057  0.15
O -20.20132 -25.77546 11.17835  -0.60
N -18.13472 -25.58360 10.18856  1.91
C -17.02000 -24.67151 9.98302  0.48
C -17.90114 -27.00185 10.06543  0.18
H -19.09552 -24.04406 10.90321  -0.20
H -16.45745 -24.85851 9.06972  -0.94
H -16.35473 -24.68349 10.85236  -0.07
H -17.29278 -23.61424 9.93748  0.45
H -17.14856 -27.25524 9.31530  -0.19
H -17.48187 -27.44257 10.96796  -0.35
H -18.84028 -27.44969 9.74950  -0.24
C -14.79401 -22.18632 11.87129  0.09
O -13.88458 -21.45586 11.50632  -0.64
N -16.07365 -21.89918 11.55301  0.25
C -17.12989 -22.76779 11.96694  -0.42
C -16.46711 -20.69492 10.89060  -0.74
H -14.60630 -23.06084 12.50276  0.36
H -17.85297 -23.13546 11.23072  -0.34
H -17.72029 -22.29994 12.76310  0.61
H -16.79463 -23.73064 12.34266  -0.35
H -16.70870 -20.90199 9.84744  -0.07
H -17.28915 -20.27467 11.48380  0.35
H -15.78899 -19.84243 10.89474  0.36
C -18.49436 -27.15400 15.16730  -0.06
O -17.75188 -27.00588 14.21771  -0.72
N -19.77272 -27.58488 15.10996  0.25
C -20.44516 -27.99903 16.34050  -1.04
C -20.60520 -27.78123 13.91000  -0.71
H -18.15627 -27.00976 16.20394  0.35
H -21.51386 -28.09012 16.19479  0.32
H -20.23971 -27.22490 17.09019  0.37
H -19.99986 -28.87852 16.81515  0.34
H -20.06972 -27.40647 13.04163  -0.14
H -20.78571 -28.85092 13.78330  0.44
H -21.55741 -27.28667 14.08111  0.42
C -14.33405 -24.86335 14.89471  -0.18
O -15.39562 -24.39752 15.26780  -0.52
N -14.16470 -25.46311 13.69465  0.55
C -15.28386 -25.93253 12.87844  -0.54
C -12.90609 -26.05821 13.33600  -0.85
H -13.43152 -24.68410 15.49531  0.33
H -16.18003 -25.39192 13.15950  0.03
H -15.45421 -26.96075 13.21052  0.64
H -15.05599 -25.89305 11.81580  -0.03
H -12.69173 -27.07329 13.70700  0.20
H -12.91600 -26.32726 12.27410  0.19
H -12.07041 -25.38523 13.51857  0.46
C -20.08064 -26.75564 7.14394  0.39
O -20.12530 -25.55570 7.02270  -0.69
N -19.01370 -27.55353 6.78304  0.75
C -19.33345 -28.97356 6.65454  -0.80
C -18.01646 -26.95073 5.93185  -1.12
H -20.82314 -27.34143 7.69938  -0.32
H -19.60661 -29.24775 5.62835  0.33
H -20.23451 -29.21024 7.21630  0.25
H -18.43399 -29.53400 6.90742  0.25
H -18.19799 -27.04701 4.86242  0.31
H -17.67624 -25.96121 6.23759  0.34
H -17.05140 -27.43189 6.16173  0.20
C -13.45463 -28.26971 11.31825  -0.46
O -13.87763 -27.53112 10.44551  -0.54
N -14.27364 -29.11178 12.00180  0.34
C -13.71044 -29.81183 13.16274  -1.05
C -15.69411 -29.10511 11.82187  -0.99
H -12.42111 -28.26197 11.70309  0.62
H -13.55253 -29.16260 14.02449  0.31
H -12.81987 -30.36750 12.87868  0.39
H -14.46052 -30.54329 13.46838  0.37
H -16.34939 -28.68360 12.58893  0.43
H -15.97718 -28.72933 10.84565  0.08
H -15.98150 -30.16544 11.79853  0.56

Values from the calculation:
- LUMO energy: 0.255 eV
- DFT total energy: -74376.25565 eV